Record 1
{"formula": "C4H8IN2", "method": "ωB97M-V with the def2-TZVPD basis set", "e_above_lowest_kcal_mol": 113.8, "total_charge": 1, "homo_lumo_gap_ev": [7.4, 7.4], "homo_energy_ev": [-14.11, -14.11], "species": ["C", "C", "C", "C", "N", "N", "I", "H", "H", "H", "H", "H", "H", "H", "H"], "coordinates": [[-0.117, 1.315, 0.624], [1.308, -0.582, 0.606], [-1.188, -0.771, 1.005], [-0.200, 0.447, -2.035], [-0.118, 2.473, 0.515], [-0.056, -0.016, 0.563], [0.138, 2.422, -2.255], [2.037, -0.002, 0.064], [1.819, -0.447, 1.542], [1.272, -1.569, 0.223], [-1.155, -0.832, 2.107], [-2.207, -0.494, 0.798], [-1.156, -1.651, 0.437], [0.668, -0.182, -1.683], [-1.046, -0.111, -2.511]], "lowdin_charge": [-0.376, -0.007, -0.024, -0.427, 0.081, -0.198, 1.280, 0.097, 0.108, 0.097, 0.125, 0.107, 0.084, 0.007, 0.043]}

---

Record 2
{"formula": "C4H8IN2S", "method": "ωB97M-V with the def2-TZVPD basis set", "smiles": "C=C(I)S/[NH+]=C(/C)N", "e_above_lowest_kcal_mol": 4.7, "total_charge": 1, "homo_lumo_gap_ev": 9.1, "homo_energy_ev": -12.84, "species": ["C", "C", "C", "C", "N", "N", "S", "I", "H", "H", "H", "H", "H", "H", "H", "H"], "coordinates": [[3.779, -0.206, -2.489], [3.642, 0.102, -1.230], [0.229, 0.684, 0.647], [-0.282, 0.383, 2.042], [-0.591, 0.888, -0.304], [1.522, 0.923, 0.583], [2.251, 1.568, -0.827], [4.920, -0.233, 0.348], [4.662, -0.833, -2.729], [3.220, 0.170, -3.270], [0.027, -0.553, 2.446], [0.190, 1.062, 2.763], [-1.397, 0.438, 2.048], [-1.569, 0.613, -0.336], [-0.189, 1.070, -1.124], [1.994, 0.995, 1.415]], "lowdin_charge": [-0.116, -0.993, -0.425, 0.040, 0.248, -0.269, 0.887, 0.919, 0.089, 0.042, 0.090, 0.108, 0.113, 0.171, 0.034, 0.062]}

---

Record 3
{"formula": "C4H8INO4", "method": "ωB97M-V with the def2-TZVPD basis set", "smiles": "[O-]/[N+](O)=C(/I)CO.CC=O", "e_above_lowest_kcal_mol": 53.2, "total_charge": 0, "homo_lumo_gap_ev": 9.1, "homo_energy_ev": -8.98, "species": ["C", "C", "C", "C", "N", "O", "O", "O", "O", "I", "H", "H", "H", "H", "H", "H", "H", "H"], "coordinates": [[1.033, 2.076, -0.595], [-0.856, -1.601, 1.320], [1.254, 0.884, 0.391], [-1.043, -0.948, -0.029], [-0.339, -1.234, -1.027], [0.378, -2.238, -1.188], [-0.487, -0.353, -2.136], [-1.260, -0.715, 2.352], [0.705, 0.847, 1.442], [-2.498, 0.588, -0.285], [-0.037, 2.459, -0.593], [1.684, 2.881, -0.242], [1.206, 1.906, -1.616], [-1.384, -2.554, 1.339], [0.152, -1.732, 1.302], [1.942, 0.124, -0.120], [-0.712, 0.152, 2.416], [0.261, -0.541, -2.732]], "lowdin_charge": [-0.057, -0.248, -0.292, -0.607, -0.392, -0.011, -0.070, -0.143, 0.024, 1.021, 0.059, 0.080, 0.037, 0.141, 0.081, 0.144, 0.105, 0.127]}

---

Record 4
{"formula": "C4H8IP", "method": "ωB97M-V with the def2-TZVPD basis set", "e_above_lowest_kcal_mol": 95.3, "total_charge": 0, "homo_lumo_gap_ev": [7.1, 8.8], "homo_energy_ev": [-7.77, -9.29], "species": ["C", "C", "C", "C", "P", "I", "H", "H", "H", "H", "H", "H", "H", "H"], "coordinates": [[-0.115, 1.355, 0.177], [0.950, 0.564, -0.659], [-1.029, 0.229, 0.887], [0.476, -0.925, -0.737], [-1.290, -0.985, -0.467], [1.241, -2.207, -2.104], [0.477, 2.049, 0.689], [-0.817, 1.850, -0.496], [1.125, 1.087, -1.564], [1.849, 0.668, -0.126], [-0.495, -0.338, 1.608], [-1.939, 0.510, 1.302], [0.858, -1.735, 1.360], [-1.290, -2.122, 0.129]], "lowdin_charge": [-0.200, -0.312, -0.393, -1.114, 0.807, 0.813, 0.078, 0.094, 0.085, 0.078, -0.005, 0.034, 0.150, -0.115]}

---

Record 5
{"formula": "C4H8MnO4S", "method": "ωB97M-V with the def2-TZVPD basis set", "multiplicity": 6, "total_charge": 2, "homo_lumo_gap_ev": [6.3, 6.0], "homo_energy_ev": [-18.58, -18.57], "species": ["O", "S", "O", "C", "C", "C", "C", "O", "O", "H", "H", "H", "H", "H", "H", "H", "H", "Mn"], "coordinates": [[0.769, -1.773, 1.466], [1.300, -1.317, 0.224], [2.311, -2.000, -0.469], [1.679, 0.430, 0.368], [0.717, 1.269, -0.484], [-0.704, 0.858, -0.033], [-1.032, -0.516, -0.606], [-2.059, -1.202, 0.295], [-0.003, -1.335, -0.851], [2.725, 0.552, 0.093], [1.489, 0.680, 1.411], [0.870, 1.059, -1.543], [0.877, 2.328, -0.293], [-0.696, 0.834, 1.065], [-1.426, 1.632, -0.370], [-1.566, -0.401, -1.565], [-1.728, -1.204, 1.221], [-3.522, 0.108, 0.073]], "lowdin_charge": [-0.222, 0.720, -0.162, -0.162, -0.138, -0.151, -0.430, -0.098, -0.097, 0.134, 0.121, 0.144, 0.143, 0.136, 0.129, 0.173, 0.140, 1.619]}

---

Record 6
{"formula": "C4H8N", "method": "ωB97M-V with the def2-TZVPD basis set", "smiles": "C=C/C=C/[NH3+]", "e_above_lowest_kcal_mol": 55.4, "total_charge": 1, "homo_lumo_gap_ev": 10.3, "homo_energy_ev": -14.15, "species": ["C", "C", "C", "C", "N", "H", "H", "H", "H", "H", "H", "H", "H"], "coordinates": [[-1.726, 1.996, -0.050], [-0.151, -0.056, -0.219], [-1.522, 0.928, -0.771], [0.918, -0.865, -0.446], [1.650, -1.513, 0.676], [-0.891, 2.377, 0.524], [-2.507, 2.757, -0.383], [-0.284, 0.085, 0.817], [-2.118, 0.481, -1.540], [1.196, -1.133, -1.378], [2.483, -1.734, 0.252], [1.085, -2.327, 1.001], [1.866, -0.996, 1.516]], "lowdin_charge": [-0.015, 0.044, -0.064, -0.088, 0.218, 0.071, 0.110, 0.062, 0.080, 0.080, 0.128, 0.200, 0.174]}

---

Record 7
{"formula": "C4H8N", "method": "ωB97M-V with the def2-TZVPD basis set", "e_above_lowest_kcal_mol": 69.7, "total_charge": 1, "homo_lumo_gap_ev": 8.1, "homo_energy_ev": -14.25, "species": ["C", "C", "C", "C", "N", "H", "H", "H", "H", "H", "H", "H", "H"], "coordinates": [[-1.241, 0.309, -0.195], [-0.487, -0.410, -1.155], [0.396, -1.083, -1.709], [-0.166, 0.040, 1.019], [0.968, 0.854, 0.913], [-1.182, 1.344, -0.172], [0.850, -1.995, -1.201], [0.659, -0.884, -2.745], [-0.111, -0.975, 0.932], [-0.598, 0.304, 2.008], [1.922, 0.564, 0.685], [-2.318, -0.174, -0.121], [1.121, 1.693, 1.461]], "lowdin_charge": [-0.053, 0.038, 0.127, -0.216, 0.045, 0.111, 0.169, 0.131, 0.077, 0.161, 0.113, 0.187, 0.110]}

---

Record 8
{"formula": "C4H8N", "method": "ωB97M-V with the def2-TZVPD basis set", "multiplicity": 2, "e_above_lowest_kcal_mol": 1.7, "total_charge": 2, "homo_lumo_gap_ev": [9.7, 8.8], "homo_energy_ev": [-21.17, -22.72], "species": ["C", "C", "C", "N", "C", "H", "H", "H", "H", "H", "H", "H", "H"], "coordinates": [[-1.059, -1.402, -1.672], [-0.792, -0.845, -0.386], [0.309, 0.014, -0.149], [0.418, 0.647, 1.088], [1.166, 1.696, 1.270], [-0.415, -2.249, -2.000], [-2.035, -1.867, -1.855], [-0.890, -0.673, -2.484], [-1.404, -1.224, 0.433], [1.104, 0.175, -0.871], [-0.107, 0.212, 1.853], [1.265, 2.119, 2.269], [1.635, 2.238, 0.451]], "lowdin_charge": [0.010, 0.102, 0.110, 0.109, 0.324, 0.185, 0.137, 0.146, 0.167, 0.181, 0.211, 0.160, 0.160]}

---

Record 9
{"formula": "C4H8N2", "method": "ωB97M-V with the def2-TZVPD basis set", "e_above_lowest_kcal_mol": 31.8, "total_charge": 0, "homo_lumo_gap_ev": 11.1, "homo_energy_ev": -10.33, "species": ["C", "C", "C", "N", "C", "N", "H", "H", "H", "H", "H", "H", "H", "H"], "coordinates": [[-1.809, 0.165, 0.073], [-0.563, -0.629, -0.310], [0.701, -0.020, 0.261], [1.863, -0.820, 0.068], [1.100, 2.348, 0.186], [0.838, 1.344, -0.388], [-1.714, 1.215, -0.225], [-1.979, 0.136, 1.157], [-2.694, -0.252, -0.417], [-0.634, -1.661, 0.044], [-0.441, -0.648, -1.400], [0.591, 0.152, 1.340], [2.069, -0.918, -0.920], [2.671, -0.414, 0.531]], "lowdin_charge": [-0.107, -0.232, -0.472, 0.056, 0.035, -0.032, 0.064, 0.077, 0.071, 0.114, 0.114, 0.140, 0.086, 0.086]}

---

Record 10
{"formula": "C4H8N2", "method": "ωB97M-V with the def2-TZVPD basis set", "smiles": "C1N[C@H]1[C@H]1CN1", "e_above_lowest_kcal_mol": 48.8, "total_charge": 0, "homo_lumo_gap_ev": 10.3, "homo_energy_ev": -9.23, "species": ["C", "N", "C", "C", "C", "N", "H", "H", "H", "H", "H", "H", "H", "H"], "coordinates": [[1.928, -0.048, -0.083], [1.219, -1.260, 0.323], [0.635, -0.411, -0.705], [-0.571, 0.441, -0.431], [-1.819, -0.103, 0.148], [-0.893, 0.668, 0.974], [2.864, -0.197, -0.618], [1.913, 0.796, 0.604], [0.753, -1.087, 1.213], [0.635, -0.863, -1.697], [-0.697, 1.250, -1.153], [-1.916, -1.151, 0.415], [-2.739, 0.393, -0.157], [-1.311, 1.571, 1.165]], "lowdin_charge": [-0.151, 0.021, -0.305, -0.292, -0.142, 0.018, 0.095, 0.104, 0.082, 0.133, 0.139, 0.104, 0.101, 0.092]}